Density functional theory data (ωB97M-V/def2-TZVPD) for a structure of composition C40H49AsBN10O4S6Y at a distorted geometry.

```
112
Properties=species:S:1:pos:R:3
Y -0.92 -0.42 -0.13
C -2.62 -2.62 6.48
C -2.12 -1.80 5.33
C -1.52 -0.62 5.48
C -1.02 0.16 4.35
C -0.15 1.16 4.56
N 0.35 2.07 3.64
C 1.73 2.48 3.79
C 1.95 3.91 3.27
C 3.27 4.12 2.52
N 3.45 3.17 1.41
C 2.47 2.81 0.59
C 1.38 3.56 0.18
C 1.31 4.98 0.11
C 0.22 5.59 -0.43
C 0.14 7.08 -0.62
C -0.87 4.77 -0.88
C -0.90 3.42 -0.79
C -2.10 2.72 -1.25
N -2.41 1.50 -1.06
C -3.70 1.10 -1.65
C -4.68 0.48 -0.65
C -4.33 -0.93 -0.17
N -3.14 -0.88 0.66
C -3.18 -1.52 1.79
C -2.26 -1.36 2.87
C -2.24 -2.39 3.96
C -1.51 -0.20 2.99
O -1.28 0.61 2.02
C 0.25 2.74 -0.22
O 0.28 1.53 0.02
H -2.38 -2.17 7.44
H -2.19 -3.62 6.44
H -3.71 -2.75 6.42
H -1.36 -0.21 6.48
H 0.20 1.34 5.58
H 0.05 1.81 2.70
H 2.41 1.78 3.28
H 1.98 2.43 4.85
H 1.92 4.63 4.09
H 1.12 4.16 2.61
H 4.12 3.95 3.19
H 3.35 5.14 2.17
H 4.13 2.45 1.58
H 2.50 1.78 0.23
H 2.16 5.58 0.41
H 1.00 7.58 -0.18
H -0.76 7.49 -0.16
H 0.10 7.34 -1.68
H -1.73 5.27 -1.32
H -2.79 3.37 -1.79
H -3.48 0.38 -2.44
H -4.17 1.97 -2.12
H -5.65 0.44 -1.16
H -4.78 1.14 0.21
H -4.17 -1.59 -1.03
H -5.18 -1.33 0.40
H -4.00 -2.22 1.97
H -3.11 -3.04 3.88
S -3.23 -5.04 1.84
As -1.16 -4.61 1.85
S -0.77 -3.52 3.83
S -0.52 -3.31 0.23
S 0.22 -6.21 2.07
B -3.42 -2.35 -4.10
C -2.45 -1.84 -2.96
N -1.83 -1.39 -2.09
H -2.80 -3.03 -4.90
H -4.30 -2.99 -3.56
H -3.87 -1.35 -4.64
N 1.06 -0.84 1.43
C 1.92 -1.47 1.89
N 2.85 -2.25 2.39
C 2.49 -3.65 2.71
C 2.93 -4.59 1.61
C 4.40 -4.39 1.26
C 4.69 -2.93 0.91
C 4.24 -2.01 2.04
H 1.42 -3.71 2.87
H 2.98 -3.90 3.66
H 2.29 -4.41 0.73
H 2.72 -5.61 1.92
H 4.69 -5.04 0.43
H 5.02 -4.68 2.12
H 4.15 -2.65 0.00
H 5.76 -2.77 0.72
H 4.35 -0.96 1.76
H 4.85 -2.19 2.93
N -1.09 -1.83 -8.42
C -0.77 -0.91 -7.41
C -1.66 -0.68 -6.36
C -1.35 0.22 -5.36
C -0.14 0.92 -5.40
C 0.75 0.71 -6.44
C 0.43 -0.20 -7.45
S 0.28 1.96 -4.04
O -0.80 2.92 -3.88
O 1.60 2.49 -4.32
N 0.24 1.00 -2.78
C 1.20 0.10 -2.56
S 2.72 -0.09 -3.42
C 3.10 -1.46 -2.43
C 2.12 -1.66 -1.52
N 1.07 -0.78 -1.57
H -1.75 -2.53 -8.10
H -0.28 -2.27 -8.82
H -2.58 -1.25 -6.29
H -2.03 0.36 -4.53
H 1.69 1.24 -6.45
H 1.13 -0.37 -8.26
H 3.99 -2.05 -2.58
H 2.06 -2.46 -0.80
```

Properties
- 2S+1: 1
- Total charge: -2
- Highest occupied orbital energy: -1.80 eV
- Energy relative to the best compared isomer or geometry (same formula, charge and spin): 0.0 kcal/mol
- Gap between HOMO and LUMO: 4.544 eV
- Energy: -7090.5752 hartree
- Strongest force on any atom: 1.04 eV Å⁻¹